1.
{
  "formula": "C10H9N2O4V",
  "method": "ωB97M-V/def2-TZVPD",
  "s_squared": 0.769,
  "gap_ev": [7.6, 8.1],
  "largest_force_ev_per_a": 1.2,
  "charge": 3,
  "de_lowest_ev": 0.461,
  "total_energy_ha": -1739.82022,
  "mol_weight_g_mol": 272.14,
  "multiplicity": 2,
  "homo_ev": [-22.03, -22.06],
  "symbols": ["V", "O", "C", "O", "C", "C", "C", "C", "C", "N", "C", "O", "O", "H", "H", "H", "H", "C", "C", "C", "N", "H", "H", "H", "H", "H"],
  "positions_angstrom": [[-1.4390, 0.0129, -0.2451], [-0.1911, 3.4910, -1.8304], [-0.3470, 2.2888, -1.4879], [-1.2215, 1.8762, -0.6528], [0.4653, 1.2214, -2.1112], [1.4064, 1.3030, -3.1175], [1.9002, 0.1002, -3.6458], [1.4098, -1.1226, -3.1893], [0.4704, -1.0943, -2.1687], [0.0427, 0.0405, -1.6320], [-0.2566, -2.2808, -1.6376], [-0.2527, -3.4155, -1.7680], [-1.3117, -1.6018, -0.6479], [-0.7786, 4.1484, -1.3926], [1.7322, 2.2644, -3.4987], [2.6375, 0.1246, -4.4404], [1.7290, -2.0666, -3.6173], [-0.6109, -1.4145, 4.7443], [-0.6293, 0.0406, 4.2030], [-0.8217, 0.0641, 2.7791], [-0.9822, 0.0482, 1.6299], [-0.4553, -1.3452, 5.8188], [0.2111, -1.9807, 4.3135], [-1.5620, -1.9080, 4.5615], [0.3064, 0.5769, 4.4017], [-1.4513, 0.6288, 4.6314]],
  "forces_ev_per_a": [[0.02, -1.25, 0.00], [0.09, 0.00, 0.10], [-0.18, 0.04, 0.03], [0.04, 0.15, -0.13], [0.00, 0.00, -0.02], [0.01, -0.05, -0.01], [-0.01, 0.06, 0.01], [0.04, -0.01, 0.06], [-0.09, -0.04, -0.03], [0.06, 0.03, -0.03], [0.11, -0.20, -0.08], [0.00, 0.05, 0.02], [-0.19, 1.18, 0.20], [-0.01, 0.00, -0.04], [0.00, 0.00, 0.00], [0.00, -0.01, 0.00], [0.02, 0.01, 0.00], [0.03, 0.12, 0.06], [-0.07, -0.06, -0.16], [0.02, -0.04, 0.05], [0.10, 0.10, -0.06], [-0.01, -0.01, 0.00], [-0.03, -0.03, -0.01], [0.02, -0.04, -0.01], [0.00, 0.00, 0.03], [0.02, 0.01, 0.04]]
}


2.
{
  "formula": "C3H7N",
  "method": "ωB97M-V/def2-TZVPD",
  "gap_ev": 9.0,
  "largest_force_ev_per_a": 5.3,
  "de_lowest_ev": 1.186,
  "total_energy_ha": -173.19850,
  "mol_weight_g_mol": 57.10,
  "homo_ev": -7.67,
  "smiles": "C/C=C/N",
  "symbols": ["C", "C", "C", "N", "H", "H", "H", "H", "H", "H", "H"],
  "positions_angstrom": [[0.8012, 1.3979, -1.0219], [0.3123, 0.0856, -0.4511], [-0.5302, -0.0231, 0.5998], [-0.5972, -1.3733, 0.9855], [1.8417, 1.0941, -1.5514], [0.1262, 1.7193, -1.8700], [1.0286, 2.0821, -0.1950], [0.7355, -0.8916, -0.8290], [-1.2770, 0.5652, 1.0184], [-1.5053, -1.6541, 1.4313], [-0.2694, -2.0643, 0.3360]],
  "forces_ev_per_a": [[1.97, -1.89, -2.02], [-0.21, 1.16, 0.51], [2.10, -3.78, -3.04], [-2.75, -0.65, 2.69], [-2.18, 1.16, 1.14], [0.78, 0.33, 1.16], [-0.36, 0.29, -0.73], [-0.29, 1.42, 0.36], [-0.50, 1.65, 0.81], [1.43, 0.25, -0.75], [0.01, 0.07, -0.12]]
}


3.
{
  "formula": "C4H5NO2",
  "method": "ωB97M-V/def2-TZVPD",
  "s_squared": 2.010,
  "gap_ev": [6.4, 7.7],
  "largest_force_ev_per_a": 7.2,
  "de_lowest_ev": 2.911,
  "total_energy_ha": -360.39194,
  "mol_weight_g_mol": 99.09,
  "multiplicity": 3,
  "homo_ev": [-5.85, -10.17],
  "symbols": ["C", "C", "C", "C", "N", "O", "O", "H", "H", "H", "H", "H"],
  "positions_angstrom": [[-2.4299, 1.7149, -0.0046], [-3.0711, 0.6264, 0.5407], [-0.4375, -0.6240, -1.6735], [-2.0953, 1.3104, 1.3155], [4.0523, -1.1560, 1.1143], [0.5550, -0.0763, -1.7272], [-1.4654, -1.1093, -1.5778], [-2.4125, 2.5029, -0.7835], [-3.9511, 0.0244, 0.2350], [4.2282, -1.5624, 0.1261], [3.8728, -0.1386, 1.0617], [3.1547, -1.5125, 1.3732]],
  "forces_ev_per_a": [[4.00, 5.40, -2.48], [-0.76, -2.71, 4.17], [-0.77, 0.23, 0.35], [-3.88, -2.22, -3.47], [0.47, 0.00, -1.99], [2.64, 1.07, -0.31], [-1.89, -1.28, -0.03], [-0.32, -0.81, 0.96], [0.98, 0.33, 0.81], [-0.38, 1.30, 2.12], [0.47, -0.77, -0.41], [-0.57, -0.53, 0.28]]
}